(1)
# C20H42FO9PS4

A 5-piece molecular cluster, C20H42FO9PS4 overall in a non-equilibrium geometry (the ωB97M-V functional and the def2-TZVPD basis, the OMol25 dataset).

CARTESIAN COORDINATES (ANGSTROEM)
O  -0.647949  -1.754562  5.548253
P  -0.343283  -1.021551  4.227924
O  -0.160166  0.684454  4.535673
F  0.815566  0.884234  5.469894
O  1.117675  -1.643458  3.596735
C  1.516144  -0.680346  2.540547
C  2.490152  -1.352966  1.440471
C  2.782660  -0.234643  0.296884
O  3.177744  -0.894577  -0.942015
O  -1.658284  -1.140628  3.170625
C  -1.647532  -2.382428  2.408857
C  -2.767106  -2.410060  1.246556
C  -2.506210  -1.368155  0.055551
C  -2.984214  0.128992  0.364978
C  -2.029119  1.182310  1.027592
C  -2.422818  2.637362  1.362080
C  -3.849110  3.151716  1.052238
C  -4.823031  2.151530  0.361222
C  -4.417012  0.673442  0.011515
H  1.922850  0.298368  2.970339
H  0.534108  -0.446301  1.968830
H  1.844324  -2.149568  0.906408
H  3.448844  -1.785553  1.880265
H  1.827371  0.361768  0.075935
H  3.593368  0.506231  0.623665
H  2.653851  -0.499985  -1.678268
H  -1.959149  -3.217774  3.149798
H  -0.624586  -2.693425  2.005005
H  -3.841197  -2.357710  1.660171
H  -2.683536  -3.467071  0.778578
H  -1.423623  -1.422506  -0.338054
H  -3.160491  -1.724149  -0.831156
H  -0.970644  0.848659  1.276479
H  -1.633735  3.301588  1.875262
H  -4.103039  4.218409  1.347400
H  -5.876285  2.519583  0.106702
H  -5.129199  -0.049571  -0.501284
C  3.667713  -2.840559  -4.663351
S  2.045515  -2.074277  -4.856328
O  1.937903  -0.991392  -3.831719
C  1.093440  -3.486173  -4.253459
H  4.429035  -2.112187  -4.950485
H  3.822235  -3.133334  -3.622717
H  3.740624  -3.713565  -5.314756
H  1.404920  -3.739928  -3.238456
H  1.246380  -4.338685  -4.917810
H  0.037530  -3.213489  -4.251881
C  1.252949  5.857746  1.794135
S  0.082415  6.728973  0.729780
O  -1.154155  5.895533  0.647904
C  1.001944  6.484481  -0.805715
H  0.856049  5.853266  2.810511
H  1.377297  4.828928  1.450348
H  2.213142  6.376649  1.784761
H  1.141921  5.417911  -0.990908
H  1.970076  6.983856  -0.733973
H  0.428470  6.922642  -1.623003
C  8.648099  -1.223309  -4.237656
S  6.921611  -1.133164  -3.715785
O  6.144351  -0.528497  -4.840106
C  7.163816  0.153247  -2.472016
H  8.725023  -1.949939  -5.047923
H  8.982599  -0.247471  -4.594756
H  9.267189  -1.550504  -3.400451
H  7.588583  1.045282  -2.936034
H  7.829458  -0.217025  -1.690036
H  6.193930  0.396640  -2.036662
C  -6.802357  -1.112729  2.884588
S  -7.042966  -2.368845  1.609836
O  -6.151740  -2.017624  0.462485
C  -8.720776  -1.870905  1.163398
H  -5.790437  -1.213468  3.280487
H  -6.924473  -0.116164  2.455951
H  -7.521646  -1.266967  3.690928
H  -8.726762  -0.828385  0.840057
H  -9.380291  -2.001550  2.023340
H  -9.061952  -2.506677  0.345819

Forces on atoms 1 to 2 (eV/Å):
1.0 2.2 -3.9
-0.8 -3.5 4.3

Output
* energy: -95185.3491 eV
* M: 604.79 Da
* LUMO level: 0.5 eV
* frontier orbital gap: 8.592 eV

Charges computed using Löwdin, reported in e: -0.297, 0.690, -0.160, -0.057, -0.218, -0.244, -0.117, -0.240, -0.129, -0.221, -0.221, -0.155, -0.167, -0.150, -0.039, -0.071, -0.071, -0.074, -0.023, 0.134, 0.088, 0.123, 0.124, 0.126, 0.120, 0.061, 0.138, 0.120, 0.101, 0.127, 0.118, 0.117, 0.059, 0.084, 0.086, 0.078, 0.072, -0.266, 0.828, -0.558, -0.272, 0.011, 0.060, 0.055, 0.056, 0.051, 0.048, -0.276, 0.806, -0.564, -0.273, 0.050, 0.054, 0.051, 0.058, 0.051, 0.050, -0.271, 0.805, -0.554, -0.261, 0.050, 0.058, 0.052, 0.059, 0.054, 0.046, -0.260, 0.812, -0.569, -0.270, 0.048, 0.057, 0.053, 0.058, 0.052, 0.049


(2)
# C4H9NO

A 2-piece molecular cluster, C4H9NO overall in a non-equilibrium geometry (the ωB97M-V functional and the def2-TZVPD basis, the OMol25 dataset).

CARTESIAN COORDINATES (ANGSTROEM)
C  -0.134693  0.974102  1.717677
C  -0.963338  1.874775  2.384398
N  -0.756682  2.259081  3.817953
H  0.671880  0.402051  2.123049
H  -0.328316  0.842806  0.642479
H  -1.840801  2.478085  2.012818
H  0.238159  2.152925  3.979824
H  -1.006807  3.222656  4.021219
O  1.995965  -1.699049  -1.850624
C  1.331871  -2.370710  -2.698203
C  0.050073  -1.797266  -3.199366
H  1.740570  -3.339216  -3.013764
H  -0.656064  -1.824334  -2.423502
H  -0.457160  -2.416658  -4.050004
H  0.115339  -0.759246  -3.463957

Forces on atoms 1 to 2 (eV/Å):
-1.4 0.7 -0.9
-0.6 2.2 4.6

Output
* energy: -7820.9305 eV
* expectation value of S²: 0.768
* charge: +1
* M: 87.12 Da
* LUMO level (alpha / beta): -4.8 / -8.7 eV
* frontier orbital gap (alpha / beta): 7.481 / 3.656 eV
* spin multiplicity: 2

Charges computed using natural (NBO), reported in e: -0.124, 0.081, -0.548, 0.245, 0.253, 0.262, 0.405, 0.424, -0.554, 0.419, -0.725, 0.149, 0.235, 0.230, 0.246


(3)
# C10H8IO7P2Tc

C10H8IO7P2Tc as an isolated structure (the ωB97M-V functional and the def2-TZVPD basis, the OMol25 dataset).

CARTESIAN COORDINATES (ANGSTROEM)
Tc  0.676607  1.093362  0.689377
O  4.609140  1.485337  0.484404
P  3.148740  1.411505  0.975312
O  2.167855  2.548440  0.691288
O  2.440538  0.199938  0.349305
O  3.220335  1.167289  2.546017
P  1.929509  1.204470  3.535448
O  2.098876  -0.131471  4.333542
O  1.781468  2.445722  4.263442
O  0.720081  0.874736  2.522083
H  5.188973  2.186035  0.817473
H  2.100716  -0.007422  5.293308
I  -0.847286  2.640313  -0.819112
C  -1.890561  1.012502  -1.595639
C  -2.988793  1.161746  -2.393534
C  -3.625685  0.009780  -2.888466
C  -3.149785  -1.230728  -2.562448
C  -2.015281  -1.381230  -1.733266
C  -1.512321  -2.660888  -1.379558
C  -0.404812  -2.797779  -0.593492
C  0.278649  -1.654502  -0.137668
C  -0.202798  -0.383621  -0.390395
C  -1.357032  -0.232609  -1.236207
H  -3.371796  2.142637  -2.642396
H  -4.495060  0.113059  -3.522180
H  -3.642591  -2.118827  -2.937124
H  -2.021786  -3.538308  -1.758835
H  -0.027686  -3.778821  -0.340414
H  1.191790  -1.780658  0.429733

Forces on atoms 1 to 2 (eV/Å):
-0.8 -0.3 -0.3
0.0 0.3 -0.1

Output
* energy: -53708.2270 eV
* expectation value of S²: 0.759
* charge: +1
* M: 527.02 Da
* LUMO level (alpha / beta): -5.4 / -5.0 eV
* frontier orbital gap (alpha / beta): 6.756 / 7.195 eV
* spin multiplicity: 2

Charges computed using Löwdin, reported in e: 1.274, -0.002, 0.247, -0.374, -0.329, -0.204, 0.303, -0.051, -0.188, -0.408, 0.136, 0.119, 1.276, -0.601, -0.106, -0.044, 0.003, -0.150, 0.018, -0.037, -0.067, -0.266, -0.257, 0.112, 0.120, 0.127, 0.129, 0.119, 0.102


(4)
# C2H3ClN2

C2H3ClN2 as an isolated structure in a non-equilibrium geometry (the ωB97M-V functional and the def2-TZVPD basis, the OMol25 dataset).

CARTESIAN COORDINATES (ANGSTROEM)
C  0.066458  -0.490832  0.264864
C  -1.254780  0.129860  0.092051
N  1.151369  -1.047166  0.464362
N  1.670722  -0.298708  -0.785727
Cl  2.769752  0.983877  -0.285137
H  -1.290917  0.183934  -1.010564
H  -1.250527  1.151242  0.587314
H  -1.862080  -0.612208  0.672834

Forces on atoms 1 to 2 (eV/Å):
4.4 0.7 -1.4
1.4 -0.3 1.0

Output
* energy: -17619.8523 eV
* M: 90.51 Da
* LUMO level: 0.2 eV
* frontier orbital gap: 8.767 eV

Charges computed using natural (NBO), reported in e: 0.480, -0.719, -0.260, -0.371, 0.035, 0.284, 0.278, 0.273


(5)
# C15H25AlClINO2P

C15H25AlClINO2P as an isolated structure in a non-equilibrium geometry (the ωB97M-V functional and the def2-TZVPD basis, the OMol25 dataset).

CARTESIAN COORDINATES (ANGSTROEM)
C  -1.278140  0.933590  -2.628779
C  -1.194242  -0.439545  -2.015638
H  -1.421410  0.828563  -3.717719
H  -0.319686  1.542777  -2.523283
H  -2.144351  1.502410  -2.237528
O  -1.403315  -1.493512  -2.630609
I  0.229390  3.910248  0.007644
Al  -0.171731  1.548639  -0.504452
P  1.504386  -0.577486  -3.408382
C  1.832301  -2.115753  -2.444314
C  1.086348  -1.392053  -4.998361
H  3.169618  0.920002  -4.275518
H  3.748666  -0.780953  -4.353501
H  3.750593  0.125520  -2.787173
C  3.228760  -0.036341  -3.738059
H  1.121622  -0.643592  -5.800126
H  1.791226  -2.210311  -5.196537
H  2.541642  -2.747510  -2.994917
H  0.884195  -2.650177  -2.305111
H  0.063032  -1.778347  -4.907959
H  2.229867  -1.856484  -1.457393
C  -0.744306  -0.502074  -0.569799
O  -0.578824  -1.489247  0.097583
Cl  1.879518  0.747894  -0.498276
C  -0.415255  -1.431645  3.243960
N  0.410351  -0.253637  3.614484
C  1.826091  -0.630796  3.861506
C  0.332067  0.879918  2.597115
C  -1.096988  1.217319  2.305339
C  -1.974690  1.430960  3.385340
C  -3.335810  1.589066  3.137722
C  -3.799802  1.585154  1.819780
C  -2.903132  1.470160  0.745858
C  -1.548376  1.290160  0.987768
H  -0.206645  -1.713698  2.206768
H  -1.471798  -1.181357  3.363620
H  -0.143745  -2.245280  3.922265
H  0.018954  0.126790  4.489736
H  2.271209  -0.952687  2.914276
H  2.352689  0.244986  4.250870
H  1.839736  -1.445196  4.590795
H  0.898670  1.720269  3.026534
H  0.886850  0.532352  1.714389
H  -1.581873  1.472346  4.406265
H  -4.030536  1.726645  3.968362
H  -4.864261  1.695136  1.615437
H  -3.268865  1.526764  -0.279961

Forces on atoms 1 to 2 (eV/Å):
-0.5 0.7 0.3
0.0 -2.5 -5.3

Output
* energy: -58037.6629 eV
* charge: +2
* M: 471.68 Da
* LUMO level (alpha / beta): -10.1 / -10.2 eV
* frontier orbital gap (alpha / beta): 4.129 / 3.913 eV

Charges computed using natural (NBO), reported in e: -0.776, 0.429, 0.354, 0.268, 0.273, -0.319, -0.149, 1.212, 0.803, -0.943, -0.934, 0.248, 0.250, 0.243, -0.929, 0.250, 0.247, 0.251, 0.233, 0.241, 0.228, 0.449, -0.325, -0.406, -0.432, -0.336, -0.416, -0.277, 0.009, -0.217, -0.144, -0.162, -0.226, -0.375, 0.239, 0.244, 0.248, 0.435, 0.236, 0.244, 0.248, 0.261, 0.246, 0.226, 0.261, 0.261, 0.230